Entry 1:
{
  "formula": "CH2I2S3",
  "method": "ωB97M-V/def2-TZVPD",
  "relative_energy_kcal_mol": 35.5,
  "gap_ev": 7.5,
  "e_tot_ha": -1829.1930,
  "spin_multiplicity": 1,
  "elements": ["C", "S", "S", "S", "I", "I", "H", "H"],
  "coordinates": [[0.30326, -1.98950, -0.51465], [-1.81636, 1.96429, 0.75870], [-0.20549, -1.50699, 0.96914], [0.28983, 1.89371, 0.74194], [2.26637, -2.48473, -0.89752], [1.34312, 1.20429, -1.10111], [-0.43089, -2.32163, -1.25513], [-1.74985, 3.24056, 1.29863]]
}

***

Entry 2:
{
  "formula": "CH2INO3P",
  "method": "ωB97M-V/def2-TZVPD",
  "relative_energy_kcal_mol": 69.8,
  "charge": -1,
  "gap_ev": 6.6,
  "e_tot_ha": -958.8307,
  "spin_multiplicity": 1,
  "elements": ["C", "N", "O", "O", "O", "P", "I", "H", "H"],
  "coordinates": [[-0.47764, 0.26286, -0.00097], [3.18538, 1.75551, 0.53007], [0.71729, 2.25357, -1.54063], [2.10394, 1.05675, 0.30334], [3.10214, 2.94851, 0.46147], [0.53730, 1.97726, -0.11672], [-2.53432, 0.83547, 0.06350], [-0.33718, -0.51792, 0.75759], [-0.13404, -0.08264, -1.00604]]
}

***

Entry 3:
{
  "formula": "CH2INO7",
  "method": "ωB97M-V/def2-TZVPD",
  "relative_energy_kcal_mol": 20.9,
  "smiles": "[H]/N=C(\\I)OOOOOOO",
  "gap_ev": 10.2,
  "e_tot_ha": -917.8702,
  "spin_multiplicity": 1,
  "elements": ["H", "N", "C", "I", "O", "O", "O", "O", "O", "O", "O", "H"],
  "coordinates": [[0.62110, -2.92036, -0.43916], [0.31182, -2.02616, 0.02331], [0.74650, -1.57537, 1.05277], [2.37301, -1.86720, 2.39730], [0.07173, -0.31539, 1.51732], [-1.26278, -0.18205, 1.12878], [-1.48917, 0.89357, 0.26593], [-1.66840, 0.57115, -1.08595], [-0.44847, 0.60951, -1.68067], [-0.09643, 1.95052, -1.93668], [0.70250, 2.33712, -0.96479], [0.13860, 2.52466, -0.27815]]
}

***

Entry 4:
{
  "formula": "CH2IO3S",
  "method": "ωB97M-V/def2-TZVPD",
  "relative_energy_kcal_mol": 75.0,
  "charge": -1,
  "gap_ev": [7.3, 7.3],
  "e_tot_ha": -960.8648,
  "spin_multiplicity": 1,
  "elements": ["C", "O", "O", "O", "S", "I", "H", "H"],
  "coordinates": [[0.14555, -0.71425, -0.27718], [-4.02054, 1.31334, -1.33818], [-4.97596, -0.35405, 0.15786], [-3.61805, 1.55067, 1.10523], [-3.95404, 0.67680, -0.06579], [-1.94132, -0.87717, 0.12732], [0.16908, -0.88192, -1.43436], [0.32577, 0.43289, -0.13950]]
}

***

Entry 5:
{
  "formula": "CH2IOP",
  "method": "ωB97M-V/def2-TZVPD",
  "relative_energy_kcal_mol": 55.9,
  "gap_ev": [6.8, 6.7],
  "e_tot_ha": -753.4837,
  "spin_multiplicity": 1,
  "elements": ["C", "O", "P", "I", "H", "H"],
  "coordinates": [[-0.28949, 1.30782, 0.82337], [0.51415, 0.53814, 0.40049], [1.58614, -2.20901, -1.11952], [-0.26608, -3.01955, -2.40486], [-0.06398, 2.30840, 1.30910], [-1.48074, 1.07420, 0.99143]]
}

***

Entry 6:
{
  "formula": "CH2N2O",
  "method": "ωB97M-V/def2-TZVPD",
  "relative_energy_kcal_mol": 122.9,
  "gap_ev": [9.2, 7.0],
  "e_tot_ha": -223.8652,
  "spin_multiplicity": 1,
  "elements": ["C", "N", "N", "O", "H", "H"],
  "coordinates": [[0.53798, 1.06978, -0.48844], [1.27257, -1.90039, 1.47895], [0.31120, -1.36998, 1.09320], [0.19578, -0.06902, -0.48414], [0.42513, 1.83456, -1.37006], [-0.56925, -1.28971, 1.50386]]
}

***

Entry 7:
{
  "formula": "CH2N2O2",
  "method": "ωB97M-V/def2-TZVPD",
  "relative_energy_kcal_mol": 176.9,
  "gap_ev": [8.4, 8.4],
  "e_tot_ha": -299.0550,
  "spin_multiplicity": 1,
  "elements": ["C", "N", "N", "O", "O", "H", "H"],
  "coordinates": [[0.24296, -1.70757, 0.86043], [-0.85509, -0.91135, 0.74089], [-0.07733, -1.25756, -0.41344], [0.99584, -2.35063, 1.49317], [0.64888, -0.27592, -1.06428], [-0.10150, 0.41888, 1.52866], [0.07182, 0.08176, -1.75822]]
}

***

Entry 8:
{
  "formula": "CH2N2O2",
  "method": "ωB97M-V/def2-TZVPD",
  "relative_energy_kcal_mol": 183.8,
  "gap_ev": [8.9, 7.9],
  "e_tot_ha": -299.0439,
  "spin_multiplicity": 1,
  "elements": ["C", "N", "N", "O", "O", "H", "H"],
  "coordinates": [[0.76304, 0.07007, -0.01669], [-0.01765, -1.07684, -0.11190], [-0.24231, 0.69898, 0.76268], [1.88965, 0.31979, -0.30282], [-1.09284, -0.38458, 0.51906], [-0.20627, -1.73716, -0.85086], [-1.09363, 2.10974, 0.00052]]
}

***

Entry 9:
{
  "formula": "CH2N2O2S",
  "method": "ωB97M-V/def2-TZVPD",
  "relative_energy_kcal_mol": 153.2,
  "gap_ev": 9.4,
  "e_tot_ha": -697.3068,
  "spin_multiplicity": 1,
  "elements": ["C", "N", "N", "O", "O", "S", "H", "H"],
  "coordinates": [[-0.28252, 0.82511, -0.57503], [-0.36679, 1.86793, 0.00727], [-0.57158, -0.63279, 0.97180], [-1.74474, 2.67806, 2.11666], [-1.09465, 0.30238, 1.82107], [-0.59795, 1.88518, 1.82902], [-0.13469, 0.36527, -1.51564], [0.42360, -0.77042, 1.18787]]
}

***

Entry 10:
{
  "formula": "CH2N2O2S2",
  "method": "ωB97M-V/def2-TZVPD",
  "relative_energy_kcal_mol": 58.0,
  "gap_ev": 9.2,
  "e_tot_ha": -1095.5574,
  "spin_multiplicity": 1,
  "elements": ["C", "N", "N", "O", "O", "S", "S", "H", "H"],
  "coordinates": [[0.85254, 1.16171, -0.08324], [2.06377, 0.50324, -0.70736], [-0.33088, 0.82938, -0.20516], [0.82753, -1.75027, -0.55432], [2.03434, -0.86950, 1.32611], [2.24642, 1.90181, 0.44489], [2.29894, -1.07832, -0.08282], [0.38087, -1.91922, 0.23369], [-1.06514, 1.23245, 0.37278]]
}

***

Entry 11:
{
  "formula": "CH2N2O2S2",
  "method": "ωB97M-V/def2-TZVPD",
  "relative_energy_kcal_mol": 59.2,
  "gap_ev": [7.5, 7.5],
  "e_tot_ha": -1095.5555,
  "spin_multiplicity": 1,
  "elements": ["C", "N", "N", "O", "O", "S", "S", "H", "H"],
  "coordinates": [[1.21809, -0.69766, 0.57239], [-0.68588, -1.81081, -0.39698], [2.41904, -0.30437, 0.66957], [-2.78619, -0.56515, -0.33402], [0.16576, -0.16362, 1.21335], [0.91062, -2.16013, -0.33104], [-1.44007, -0.96110, 0.65519], [-2.92529, -0.61765, -1.26484], [2.32869, 0.66999, 1.08738]]
}

***

Entry 12:
{
  "formula": "CH2N2O2S2",
  "method": "ωB97M-V/def2-TZVPD",
  "relative_energy_kcal_mol": 92.6,
  "smiles": "O=[N+]([O-])NC(=S)S",
  "gap_ev": 9.2,
  "e_tot_ha": -1095.5022,
  "spin_multiplicity": 1,
  "elements": ["O", "N", "O", "N", "C", "S", "S", "H", "H"],
  "coordinates": [[1.04000, -1.48619, 0.02451], [1.26220, -0.34629, 0.44110], [2.31155, 0.01751, 0.90185], [0.27995, 0.51608, 0.39949], [-1.30513, 0.51867, -0.46082], [-1.93516, 1.95489, -0.60383], [-1.69409, -1.05902, -0.88752], [0.49993, 1.45820, 0.70454], [-0.45926, -1.57385, -0.51933]]
}